Record 1
Below is C4H6O2 in the gas phase, with properties calculated with ωB97M-V/def2-TZVPD.

Each line ends with the Mulliken charge.
Cartesian coordinates (Å):
O1 -1.99791 1.66145 -0.00649  -0.548
C1 -1.08513 0.88146 0.01077  0.460
C2 -0.97866 -0.62082 0.26924  -0.723
C3 0.48580 -0.55243 -0.21301  0.293
O2 1.37060 -1.09935 0.73324  -0.551
C4 0.40980 0.99987 -0.28851  -0.618
H1 -1.03608 -0.86811 1.33507  0.243
H2 -1.67007 -1.25767 -0.28996  0.275
H3 0.62042 -1.01065 -1.20149  0.322
H4 2.25928 -1.09951 0.35660  0.308
H5 0.66537 1.48473 -1.23579  0.281
H6 0.95660 1.48103 0.53035  0.258

Atomic forces in eV per Å
0.42 -0.39 -0.01
-0.32 0.29 0.03
-0.08 -0.08 0.01
-0.19 0.03 -0.27
0.25 -0.03 -0.07
0.05 0.09 -0.02
0.00 0.07 -0.12
0.09 0.11 0.10
0.01 0.05 0.16
-0.12 -0.01 0.13
-0.04 -0.07 0.14
-0.09 -0.07 -0.09

Calculated values
- LUMO (eV) = 0.7
- SMILES string = O=C1CC(O)C1
- E (eV) = -8339.1882
- HOMO level (Eh) = -0.352
- frontier orbital gap (eV) = 10.31
- 2S+1 = 1



Record 2
Below is a molecular structure, C26H32CoOP3, with properties calculated with ωB97M-V/def2-TZVPD.

Each line ends with the Mulliken charge.
Cartesian coordinates (Å):
Co1 -0.12613 1.02978 -0.09856  -0.883
O1 1.95777 2.97148 -0.02126  -0.437
C1 1.65827 1.65838 -0.15416  -0.512
C2 2.76227 0.78238 -0.11846  0.406
C3 4.11847 1.18628 -0.18466  -0.848
C4 5.12337 0.25438 -0.25576  -0.367
C5 4.84407 -1.11722 -0.25626  -0.802
C6 3.53107 -1.54352 -0.15226  -0.139
C7 2.50967 -0.62012 -0.04736  0.368
P1 0.75947 -1.04402 0.02444  1.743
C8 0.42267 -1.88992 -1.53456  0.507
C9 0.05017 -1.06492 -2.60716  -0.400
C10 -0.14693 -1.58522 -3.86506  -0.751
C11 0.04637 -2.94612 -4.09206  -0.483
C12 0.43407 -3.77162 -3.04176  -0.659
C13 0.63667 -3.25362 -1.78066  -0.285
C14 0.67547 -2.31902 1.29864  0.366
C15 -0.35533 -3.27782 1.37364  -0.420
C16 -0.62773 -3.92942 2.55584  -0.715
C17 0.07287 -3.61762 3.71714  -0.484
C18 1.07037 -2.64692 3.67224  -0.751
C19 1.35457 -2.00242 2.49344  -0.887
H1 4.34207 2.24448 -0.18996  0.447
H2 6.15507 0.57948 -0.31016  0.373
H3 5.64907 -1.83692 -0.31886  0.388
H4 3.30137 -2.60032 -0.11466  0.321
H5 -0.10333 0.00028 -2.39986  0.228
H6 -0.45523 -0.94152 -4.68066  0.419
H7 -0.10263 -3.36132 -5.07896  0.366
H8 0.57327 -4.83242 -3.21536  0.391
H9 0.94727 -3.89922 -0.97176  0.359
H10 -0.93003 -3.50812 0.48474  0.203
H11 -1.40583 -4.68252 2.58854  0.381
H12 -0.17613 -4.10392 4.65044  0.364
H13 1.61507 -2.38952 4.57294  0.390
H14 2.10907 -1.22582 2.45494  0.375
C20 -1.58613 3.67748 -1.62616  -1.531
P2 -0.93343 3.25808 0.05674  1.901
C21 -1.11073 4.88498 0.97904  -1.632
C22 -2.78343 2.85458 0.76734  -1.485
C23 -3.41213 1.60178 0.19814  -0.718
P3 -2.14253 0.28348 0.20274  1.039
C24 -2.05113 -0.09882 1.99964  -1.542
C25 -3.09103 -1.18602 -0.37486  -1.316
H15 -2.60733 4.04698 -1.56686  0.370
H16 -1.57303 2.77538 -2.24136  0.227
H17 -0.95633 4.42738 -2.09906  0.493
H18 -2.13643 5.24448 0.96964  0.426
H19 -0.47323 5.65998 0.56684  0.507
H20 -0.81813 4.71458 2.01224  0.319
H21 -3.47293 3.69238 0.61274  0.523
H22 -2.64973 2.74728 1.85144  0.347
H23 -3.69423 1.77898 -0.84506  0.294
H24 -4.30073 1.28138 0.75884  0.505
H25 -3.03603 -0.02292 2.46444  0.468
H26 -1.36523 0.61498 2.46224  0.251
H27 -1.63723 -1.09812 2.13174  0.346
H28 -3.72943 -1.56742 0.42114  0.366
H29 -2.38263 -1.95652 -0.67746  0.207
H30 -3.68933 -0.91342 -1.24226  0.428
C26 0.99727 3.86568 -0.48896  -1.005
H31 1.29397 4.84418 -0.09996  0.329
H32 1.05057 3.89358 -1.58946  0.311

Atomic forces in eV per Å
-0.06 -0.50 0.50
1.30 -0.52 0.13
-1.50 -0.02 0.36
0.18 -0.21 0.11
0.24 0.13 0.03
0.01 0.00 0.03
0.47 -0.21 -0.02
-0.19 0.20 0.20
0.23 -0.26 -0.37
0.17 1.73 -0.69
0.41 -0.63 -0.74
-0.14 0.25 0.73
0.04 -0.43 -0.47
0.00 0.10 0.20
-0.10 -0.21 -0.49
-0.20 0.63 0.32
-0.90 0.17 1.21
0.76 0.42 -0.60
-0.02 -0.28 0.57
-0.01 0.12 -0.22
-0.18 -0.38 0.42
0.11 -0.05 -0.88
-0.01 0.03 -0.03
0.07 0.05 -0.02
0.05 -0.04 -0.01
-0.01 -0.15 -0.04
0.06 -0.27 -0.03
0.04 0.02 0.02
-0.04 -0.03 -0.07
0.05 0.00 -0.03
0.06 -0.08 0.06
-0.06 0.01 0.02
-0.04 0.02 -0.01
0.03 -0.07 0.02
-0.02 0.02 -0.01
0.01 0.01 0.07
-0.01 -0.03 0.06
0.51 -0.10 -0.59
0.14 -0.19 0.07
-0.12 0.08 0.03
0.00 -0.15 -0.01
-0.07 0.40 0.48
-0.04 0.13 0.04
0.35 0.12 -0.10
-0.14 0.06 0.00
0.01 0.05 -0.02
-0.02 0.05 -0.07
-0.11 -0.06 0.03
0.12 0.01 -0.05
0.06 0.07 0.22
0.04 0.09 0.01
-0.01 0.00 0.04
-0.10 -0.08 -0.02
-0.03 -0.09 -0.15
-0.07 -0.11 0.11
-0.09 -0.07 0.00
-0.06 -0.02 0.09
-0.11 -0.01 -0.01
-0.06 -0.14 -0.03
-0.07 -0.03 -0.07
-0.97 0.37 -0.27
0.03 0.05 -0.05
0.01 0.00 0.00

Calculated values
- LUMO (alpha / beta) (eV) = 2.8 / 2.8
- E (eV) = -95019.6746
- total charge = -1
- HOMO level (alpha / beta) (Eh) = -0.069 / -0.099
- frontier orbital gap (alpha / beta) (eV) = 4.69 / 5.49
- 2S+1 = 2